Molecular formula: C33H69ClN5OsSSb2Si3
Method: DFT, ωB97M-V/def2-TZVPD

Output
Calculated total energy ... -105300.2457 eV
Strongest force on any atom ... 0.035 hartree/bohr

ORCA input file:
```
! RIJCOSX wB97M-V def2-TZVPD def2/J DEFGRID3
* xyz 3 5
Os 0.3236 -0.3392 -0.4354
C -2.2984 3.0614 2.9425
C -0.9345 2.4977 2.8977
N 0.0226 2.7097 3.7440
N 1.0877 2.0034 3.2819
C 0.8198 1.3425 2.1636
S 1.8118 0.3015 1.2058
N -0.4718 1.6523 1.8978
N -1.1318 1.1545 0.7700
H -2.3954 3.6656 3.8408
H -3.0503 2.2705 2.9657
H -2.4838 3.6940 2.0733
H 1.9625 2.0338 3.7890
H -1.4371 1.9281 0.1622
H -1.9578 0.6245 1.0553
C 3.8310 -2.6463 -2.0157
Si 4.3212 -0.8601 -2.2497
C 5.0005 -0.4003 -3.9206
C 5.2998 -0.2013 -0.8064
Sb 1.9700 0.4333 -2.3130
Si 2.5717 2.9710 -1.7835
C 3.1246 3.6407 -3.4283
C 3.8888 2.9676 -0.4648
C 0.9936 3.7200 -1.1073
Si 1.1383 -0.2126 -4.7384
C -0.6705 0.2147 -4.9902
C 1.4259 -2.0663 -4.7337
C 2.2498 0.7145 -5.9227
H 4.7050 -3.2153 -1.6917
H 3.4617 -3.1050 -2.9304
H 3.0701 -2.7522 -1.2413
H 6.0609 -0.6574 -3.9583
H 4.9223 0.6682 -4.1158
H 4.5073 -0.9383 -4.7275
H 5.9322 -1.0082 -0.4292
H 4.6787 0.1350 0.0212
H 5.9537 0.6180 -1.1016
H 4.1293 3.3014 -3.6783
H 3.1539 4.7310 -3.3798
H 2.4514 3.3704 -4.2394
H 4.8896 2.8871 -0.8860
H 3.7592 2.1684 0.2605
H 3.8345 3.9168 0.0730
H 0.1784 3.7406 -1.8266
H 1.1861 4.7477 -0.7931
H 0.6698 3.1615 -0.2213
H -1.2559 0.3085 -4.0778
H -1.1280 -0.5531 -5.6167
H -0.7661 1.1587 -5.5262
H 1.1783 -2.5341 -3.7800
H 2.4660 -2.3005 -4.9565
H 0.8241 -2.5386 -5.5123
H 2.7722 1.5525 -5.4674
H 1.6492 1.1111 -6.7419
H 2.9981 0.0559 -6.3612
Cl -3.0359 6.2445 -5.7024
C -2.9494 4.9751 -4.5579
C -4.0660 4.6648 -3.7757
C -3.9933 3.6438 -2.8619
C -2.8051 2.8820 -2.6992
C -2.7420 1.8404 -1.7779
C -1.6929 3.2260 -3.5125
C -1.7581 4.2535 -4.4181
H -4.9753 5.2351 -3.8977
H -4.8568 3.4088 -2.2542
H -3.6066 1.5714 -1.1881
H -1.8493 1.2357 -1.6740
H -0.7780 2.6502 -3.4167
H -0.9078 4.5192 -5.0299
C 0.4765 -1.3640 4.4187
C -0.8496 -2.0368 4.0752
C -2.0031 -1.1042 4.4340
C -0.9629 -3.3699 4.7983
Sb -0.9089 -2.3271 1.8800
C -2.9714 -2.9426 1.3688
C -3.5704 -3.8678 2.4220
C -2.9718 -3.6586 0.0243
C -3.7867 -1.6525 1.2501
C 0.4349 -3.9892 1.3453
C -0.1053 -5.3317 1.8276
C 1.7976 -3.7009 1.9675
C 0.5710 -3.9888 -0.1753
H 0.5198 -1.2024 5.4987
H 0.5664 -0.3857 3.9399
H 1.3425 -1.9649 4.1487
H -1.9853 -0.9165 5.5098
H -2.9787 -1.5246 4.2014
H -1.9103 -0.1322 3.9352
H -1.0211 -3.1704 5.8714
H -0.0825 -3.9916 4.6384
H -1.8489 -3.9374 4.5268
H -2.9511 -4.7455 2.6023
H -4.5388 -4.2255 2.0634
H -3.7507 -3.3680 3.3711
H -2.4553 -4.6161 0.0615
H -2.5246 -3.0405 -0.7520
H -4.0061 -3.8619 -0.2638
H -3.7939 -1.0683 2.1719
H -4.8269 -1.8941 1.0195
H -3.4232 -1.0266 0.4256
H -0.1950 -5.3781 2.9114
H 0.5831 -6.1246 1.5267
H -1.0769 -5.5674 1.3967
H 1.7738 -3.7558 3.0546
H 2.1887 -2.7211 1.6760
H 2.5109 -4.4560 1.6279
H -0.3721 -4.1690 -0.6891
H 1.2692 -4.7750 -0.4721
H 0.9905 -3.0381 -0.5408
C -2.2336 -2.7324 -3.5050
C -1.4757 -1.9417 -2.5627
N -0.8714 -1.3159 -1.8102
H -1.7080 -2.7640 -4.4575
H -3.2191 -2.2883 -3.6417
H -2.3406 -3.7455 -3.1166
*
```

Löwdin atomic charge list, values in e, 4 entries: number 1, Os, carries 0.681; number 2, C, carries 0.032; number 3, C, carries -0.296; number 4, N, carries 0.185